124
Properties=species:S:1:pos:R:3:forces:R:3 method="wB97M-V/def2-TZVPD" total_energy_ev=-173369.9795 homo_lumo_gap_ev=9.4 smiles="Fc1ccccc1.Fc1ccccc1.Fc1ccccc1.Fc1ccccc1.Fc1ccccc1.Fc1ccccc1.CC(C)=O.CC(C)=O.ClCCCl.ClCCCl.ClCCCl.ClCCCl"
F -23.775334 -3.792026 1.679377 -0.4 -0.9 -0.5
C -23.747111 -2.460575 1.695709 -0.3 0.5 0.6
C -24.825984 -1.702679 1.281372 -1.4 -1.4 -0.5
C -24.802066 -0.357965 1.447558 -0.1 1.3 0.0
C -23.680188 0.239700 2.006190 -0.4 0.9 -0.2
C -22.617821 -0.508171 2.431641 0.1 -0.8 0.5
C -22.670187 -1.904173 2.317004 0.4 0.8 -0.4
H -25.757096 -2.138525 0.894338 0.7 -0.2 0.1
H -25.680868 0.233412 1.171287 0.4 -0.2 0.0
H -23.641093 1.312672 2.130541 -0.1 0.1 0.0
H -21.832485 -0.003128 2.968166 0.4 -0.1 -0.1
H -21.915730 -2.604850 2.605480 0.6 0.1 0.4
F -24.650473 -1.998536 -6.514292 -0.6 -0.2 0.4
C -23.532395 -1.543786 -7.110209 -0.6 -0.1 1.1
C -23.037146 -0.360395 -6.663558 -0.1 0.5 0.1
C -21.891727 0.137365 -7.251402 0.7 0.1 0.4
C -21.322017 -0.585711 -8.268071 0.3 -1.0 -1.3
C -21.921004 -1.782100 -8.721552 1.6 0.3 -0.5
C -22.970294 -2.331139 -8.059117 -0.8 -0.3 -0.6
H -23.571495 0.152420 -5.894666 -0.1 0.3 0.4
H -21.382289 1.004068 -6.840283 -0.3 0.1 -0.2
H -20.383344 -0.331559 -8.760570 -0.3 0.4 0.2
H -21.503191 -2.313639 -9.579484 0.1 0.2 0.3
H -23.476699 -3.247244 -8.307149 0.1 -0.2 -0.2
F -29.998531 -0.783883 -3.182766 0.6 1.1 -0.7
C -30.545610 -1.707320 -2.414913 -0.4 0.1 0.0
C -31.526494 -2.483636 -2.946323 -1.7 -1.5 -1.0
C -32.119823 -3.438467 -2.131022 0.2 -0.7 0.8
C -31.660729 -3.641354 -0.816722 -0.1 0.2 -1.8
C -30.652320 -2.841760 -0.335405 -1.1 1.0 0.4
C -30.201397 -1.770022 -1.098271 1.3 0.2 0.9
H -31.924142 -2.415076 -3.977168 0.7 0.3 0.7
H -32.917515 -4.086759 -2.493589 0.2 0.3 -0.1
H -32.097058 -4.391156 -0.203852 -0.3 -0.5 0.4
H -30.530591 -2.920195 0.721799 0.9 0.1 0.5
H -29.564852 -0.950579 -0.723983 -0.2 -0.7 0.0
F -25.338782 -4.698430 -4.852872 0.3 -0.4 -0.1
C -25.754746 -4.013979 -3.769798 0.3 -1.4 0.1
C -26.199374 -2.768887 -3.968581 -1.5 1.9 0.1
C -26.827011 -2.118837 -2.887016 0.1 1.2 -1.5
C -26.782526 -2.608745 -1.609248 1.0 -1.4 0.0
C -26.112554 -3.835904 -1.412926 0.2 -0.8 0.4
C -25.714448 -4.601413 -2.514722 0.7 0.0 0.3
H -26.170207 -2.292771 -4.949989 0.0 -0.3 0.3
H -27.286205 -1.161566 -3.180060 0.1 -0.5 0.7
H -27.205004 -2.128849 -0.759598 -0.3 0.5 0.3
H -25.885569 -4.256562 -0.397979 -0.7 0.5 -1.0
H -25.271817 -5.603767 -2.435796 -0.1 0.5 0.2
F -26.708002 -11.318929 -3.524259 -0.1 -0.4 -0.3
C -26.046844 -10.214686 -3.925110 -2.0 0.4 0.3
C -24.710321 -10.181286 -3.819357 1.0 0.7 -0.1
C -24.075490 -8.973958 -4.042658 -0.2 0.9 -0.4
C -24.778022 -7.832902 -4.406521 -0.3 0.8 -0.1
C -26.186762 -7.897139 -4.522624 1.3 -0.6 0.1
C -26.807653 -9.109060 -4.285057 -0.6 0.1 0.0
H -24.173618 -11.041625 -3.543342 0.6 -1.0 0.4
H -23.021053 -8.872881 -3.913518 0.6 -0.2 0.0
H -24.227510 -6.880501 -4.588631 -0.6 -0.9 0.2
H -26.801305 -7.054962 -4.774821 0.0 0.4 -0.1
H -27.896562 -9.162986 -4.349979 0.3 -0.2 0.1
F -26.000174 1.872338 -10.108512 0.9 0.5 -0.7
C -26.882873 1.351693 -9.259303 1.3 -1.1 -0.2
C -26.361373 0.573935 -8.221502 1.5 0.4 -1.2
C -27.271909 -0.040501 -7.431510 -0.6 0.2 0.2
C -28.613355 0.222978 -7.615176 -1.6 0.1 0.2
C -29.096993 1.045375 -8.639804 0.7 -1.0 -0.6
C -28.194539 1.465842 -9.612797 0.1 0.6 1.2
H -25.261744 0.348635 -8.161121 -1.3 0.6 -0.1
H -26.956487 -0.729702 -6.692512 0.2 -0.6 0.7
H -29.331797 -0.306239 -6.992006 0.0 0.3 0.1
H -30.134366 1.228111 -8.823249 -0.6 -0.2 0.3
H -28.389324 1.948849 -10.553590 -0.5 0.2 0.0
C -27.084733 -5.860653 -7.872737 -1.8 -2.1 0.0
C -26.767000 -4.433196 -8.062568 1.3 0.6 0.2
C -27.848625 -3.434028 -7.792402 -1.1 -0.6 -1.0
O -25.646713 -4.089005 -8.390977 -0.4 0.0 -0.1
H -26.353189 -6.567447 -8.282069 0.1 0.5 0.2
H -28.089029 -6.159394 -8.304281 1.0 0.6 0.1
H -27.261200 -6.116641 -6.812935 0.4 0.4 -0.2
H -27.713277 -2.511345 -8.336481 0.3 0.2 0.0
H -28.029936 -3.242883 -6.750159 0.2 0.0 0.6
H -28.779087 -3.892880 -8.158750 0.0 0.2 0.1
C -29.360517 -5.426178 2.947015 1.3 -0.7 1.6
C -28.046963 -5.019121 2.334618 -0.7 0.7 -0.9
C -26.914850 -4.909571 3.302138 1.0 -0.2 -0.7
O -27.932486 -4.679514 1.162436 0.0 -0.5 0.9
H -30.043863 -5.933238 2.289251 -0.4 0.4 -0.4
H -29.681294 -4.503983 3.464277 -0.5 -0.4 -0.4
H -29.113496 -6.131797 3.788614 -0.3 0.5 -0.7
H -26.351507 -4.004655 3.080421 0.4 -0.3 -0.4
H -26.305989 -5.834904 3.160029 -0.2 0.8 0.3
H -27.187145 -4.798818 4.330000 -0.5 -0.4 0.6
Cl -29.316350 -5.837757 -4.450990 -0.1 -0.2 0.0
C -29.013768 -5.325146 -2.759987 0.2 0.7 -0.2
C -28.287039 -6.344795 -1.940065 1.6 0.0 -0.8
Cl -29.194203 -7.844223 -1.701390 -0.2 -0.2 -0.1
H -29.950957 -5.127922 -2.276036 -0.6 0.3 -0.1
H -28.439372 -4.385305 -2.883815 -0.2 -0.6 0.5
H -28.073842 -5.919858 -0.954232 -0.1 0.0 -0.2
H -27.336117 -6.589287 -2.486323 -0.8 -0.1 0.8
Cl -23.133199 -0.579715 -2.546036 0.2 -0.2 -0.2
C -22.765624 -2.349098 -2.351395 0.6 0.7 -0.1
C -22.535852 -2.998869 -3.715037 -0.8 0.3 0.2
Cl -21.915722 -4.640514 -3.474056 0.3 -0.2 0.1
H -23.612614 -2.660721 -1.741482 0.3 -0.7 -0.3
H -21.809329 -2.414056 -1.812654 -0.5 0.1 0.1
H -21.883140 -2.398284 -4.343698 0.4 -0.1 0.2
H -23.434522 -3.146906 -4.289499 -0.4 0.2 0.0
Cl -26.953540 1.371267 -2.384427 0.0 0.3 -0.7
C -25.952545 1.390412 -3.892430 0.3 -0.3 -0.4
C -25.880491 2.750642 -4.550588 -0.5 0.4 1.3
Cl -24.786035 2.736381 -5.941828 -0.1 -0.1 0.0
H -26.301080 0.674043 -4.656182 -0.1 0.0 0.7
H -24.973596 1.121442 -3.536504 0.3 -0.3 -0.1
H -25.485196 3.465780 -3.817507 -0.2 0.0 -0.4
H -26.885537 3.042275 -4.844015 0.1 0.2 -0.3
Cl -27.553327 -8.343955 1.410187 -0.3 0.1 0.2
C -26.176020 -7.594061 0.568360 -0.4 0.4 0.5
C -25.422341 -8.612108 -0.184186 0.5 -0.7 -0.9
Cl -23.950373 -7.739145 -0.671739 0.6 0.0 -0.4
H -25.494079 -7.224979 1.324253 -0.2 0.4 0.2
H -26.530751 -6.785827 -0.089801 0.2 -0.4 0.5
H -25.927053 -8.936135 -1.089589 -0.1 -0.1 -0.1
H -25.126337 -9.487551 0.395607 -0.1 0.2 0.1